(1)
{
  "formula": "C10H33BO5Pd",
  "method": "ωB97M-V with the def2-TZVPD basis set",
  "symbols": ["Pd", "B", "H", "H", "H", "H", "C", "C", "O", "H", "H", "H", "H", "H", "C", "C", "O", "H", "H", "H", "H", "H", "H", "C", "C", "O", "H", "H", "H", "H", "H", "H", "C", "C", "O", "H", "H", "H", "H", "H", "H", "C", "C", "O", "H", "H", "H", "H", "H", "H"],
  "positions_angstrom": [[0.11643, -0.21975, -0.02433], [1.61960, -1.99434, -0.50246], [1.46417, -1.39307, -1.54247], [0.61017, -2.66401, -0.33888], [2.58405, -2.70822, -0.57622], [1.75489, -1.28477, 0.48176], [-3.72813, 0.59402, 0.00228], [-2.64832, 1.66807, -0.15747], [-1.38798, 1.23285, 0.13508], [-3.63467, 0.15234, 0.99737], [-3.60565, -0.16963, -0.76797], [-4.72767, 1.03075, -0.07181], [-2.94261, 2.53730, 0.46291], [-2.68740, 2.05913, -1.19881], [-1.48186, -2.88527, 3.47456], [-1.92853, -1.83145, 2.48431], [-0.96412, -1.69426, 1.42513], [-0.46090, -2.68542, 3.79993], [-1.44387, -3.86946, 2.99771], [-2.17568, -2.93587, 4.31219], [-2.02996, -0.85691, 2.95980], [-2.88930, -2.06453, 2.01844], [-0.79399, -2.58105, 1.08141], [-0.39357, -0.03235, -3.56361], [-1.55228, -0.76069, -2.94836], [-1.21545, -1.25327, -1.65306], [-0.19747, 0.90296, -3.04007], [-0.60245, 0.20732, -4.60759], [0.49198, -0.66888, -3.53616], [-1.94779, -1.57334, -3.57093], [-2.44770, -0.12124, -2.89091], [-1.73824, -2.04076, -1.48663], [2.22886, 2.47693, 2.45352], [2.26214, 1.01310, 2.12120], [0.91113, 0.50076, 2.01286], [1.89649, 3.05653, 1.59020], [3.21555, 2.84946, 2.73896], [1.53301, 2.70733, 3.26114], [2.77109, 0.41788, 2.88118], [2.69511, 0.80958, 1.14613], [0.53687, 0.41711, 2.89352], [3.22437, 0.82109, -2.03491], [2.40994, 1.99543, -1.55840], [1.16849, 1.59024, -0.97857], [2.66548, 0.20250, -2.73482], [3.58764, 0.21079, -1.20987], [4.08716, 1.23262, -2.56452], [2.27020, 2.71290, -2.37400], [2.98090, 2.56846, -0.81380], [0.53986, 2.32108, -0.98496]],
  "lowdin_charge": [1.071, -0.432, -0.045, -0.042, -0.017, -0.025, -0.096, -0.461, -0.372, 0.054, 0.048, 0.066, 0.097, 0.092, -0.076, -0.283, -0.172, 0.080, 0.080, 0.078, 0.116, 0.111, 0.064, -0.073, -0.292, -0.156, 0.065, 0.082, 0.070, 0.119, 0.107, 0.101, -0.075, -0.269, -0.163, 0.071, 0.080, 0.079, 0.121, 0.090, 0.100, -0.078, -0.289, -0.164, 0.063, 0.073, 0.082, 0.117, 0.108, 0.093],
  "s_squared": 2.003,
  "e_above_lowest_kcal_mol": 0.0,
  "e_lumo_ev": [0.58, -0.29],
  "max_force_ev_per_a": 1.4,
  "spin_multiplicity": 3,
  "homo_lumo_gap_ev": [8.4, 7.4]
}

***

(2)
{
  "formula": "C10H34N10O8P",
  "method": "ωB97M-V with the def2-TZVPD basis set",
  "symbols": ["C", "C", "C", "O", "C", "C", "O", "P", "O", "H", "H", "H", "H", "H", "H", "H", "H", "H", "H", "H", "H", "H", "H", "C", "O", "N", "N", "H", "H", "H", "H", "C", "O", "N", "N", "H", "H", "H", "H", "C", "O", "N", "N", "H", "H", "H", "H", "C", "O", "N", "N", "H", "H", "H", "H", "C", "O", "N", "N", "H", "H", "H", "H"],
  "positions_angstrom": [[-0.53039, 0.91717, 2.43127], [-0.49813, 1.56036, 1.04172], [-1.06339, 0.62884, -0.02629], [-0.43694, 0.75383, -1.28917], [-0.96635, 1.78173, -2.11350], [-0.22145, 1.80981, -3.45395], [0.71062, 2.83466, -3.42672], [0.32225, 4.13017, -2.29591], [-0.87481, 3.02744, -1.55955], [-0.61194, 1.69113, 3.19221], [-1.38858, 0.24784, 2.52687], [0.38978, 0.36799, 2.62284], [-1.06237, 2.49478, 1.03483], [0.51423, 1.83110, 0.74094], [-0.90329, -0.40873, 0.28347], [-2.14588, 0.76228, -0.13643], [-2.03736, 1.58533, -2.29494], [-0.97779, 1.98150, -4.23759], [0.28125, 0.85836, -3.65623], [1.26172, 5.02449, -2.94776], [1.37797, 3.62720, -1.43275], [-0.01506, 5.12798, -1.30471], [-0.72634, 4.59270, -3.19421], [1.32987, -2.52234, -1.17338], [1.92565, -1.98010, -0.25517], [1.57667, -3.83492, -1.51347], [0.39220, -1.89763, -1.93570], [1.14504, -4.30586, -2.28610], [2.28071, -4.32021, -0.99249], [0.16846, -0.92190, -1.73682], [-0.09239, -2.35210, -2.68736], [3.73021, -4.38222, -4.42457], [2.92849, -5.04957, -3.79524], [4.03185, -3.10200, -4.06421], [4.37644, -4.86107, -5.53581], [4.67211, -2.51809, -4.56649], [3.55218, -2.72711, -3.26377], [4.16256, -5.79690, -5.82110], [5.03097, -4.32147, -6.06795], [-2.89626, -3.09917, -0.60661], [-2.93607, -2.21225, -1.43573], [-4.02256, -3.51452, 0.06620], [-1.74687, -3.76379, -0.27753], [-4.01503, -4.22701, 0.76931], [-4.87589, -3.03061, -0.13576], [-0.89511, -3.47830, -0.72940], [-1.71596, -4.51332, 0.38532], [2.59378, 1.56426, 5.19723], [1.49571, 1.85628, 4.77334], [3.29189, 2.37011, 6.06573], [3.23063, 0.40743, 4.83223], [4.20488, 2.15059, 6.41270], [2.85718, 3.23143, 6.33451], [2.75640, -0.18309, 4.17379], [4.14429, 0.15178, 5.15145], [-4.22658, 2.47856, 3.56970], [-4.44424, 1.28271, 3.51663], [-3.08417, 3.00418, 4.10380], [-5.12631, 3.40306, 3.09727], [-2.89803, 3.98659, 4.15505], [-2.38158, 2.36162, 4.42102], [-5.96269, 3.04927, 2.67562], [-4.95617, 4.38973, 3.09934]],
  "lowdin_charge": [-0.112, -0.213, -0.217, -0.143, -0.464, -0.253, -0.386, 0.378, -0.313, 0.032, 0.070, 0.056, 0.099, 0.114, 0.108, 0.128, 0.144, 0.103, 0.105, -0.071, -0.031, -0.066, -0.030, -0.708, 0.013, 0.134, 0.176, 0.076, 0.094, 0.075, 0.102, -0.678, 0.009, 0.166, 0.143, 0.095, 0.099, 0.096, 0.088, -0.679, 0.030, 0.139, 0.163, 0.081, 0.095, 0.052, 0.088, -0.676, 0.039, 0.139, 0.151, 0.083, 0.095, 0.103, 0.086, -0.684, 0.019, 0.158, 0.140, 0.092, 0.091, 0.095, 0.085],
  "e_above_lowest_kcal_mol": 3.8,
  "e_lumo_ev": 2.29,
  "max_force_ev_per_a": 0.9,
  "homo_lumo_gap_ev": 5.9,
  "charge": -1
}

***

(3)
{
  "formula": "C10H34N8O7",
  "method": "ωB97M-V with the def2-TZVPD basis set",
  "symbols": ["C", "C", "O", "H", "H", "H", "H", "H", "H", "C", "C", "O", "H", "H", "H", "H", "H", "H", "C", "C", "O", "H", "H", "H", "H", "H", "H", "C", "O", "N", "N", "H", "H", "H", "H", "C", "O", "N", "N", "H", "H", "H", "H", "C", "O", "N", "N", "H", "H", "H", "H", "C", "O", "N", "N", "H", "H", "H", "H"],
  "positions_angstrom": [[2.81713, 0.40166, -3.27003], [2.51508, 1.77631, -2.79914], [1.14166, 1.89129, -2.59390], [2.27875, 0.31008, -4.21336], [2.33510, -0.38742, -2.69289], [3.87455, 0.27708, -3.50338], [2.85803, 2.53448, -3.50317], [3.00912, 2.04997, -1.86686], [1.01260, 2.29834, -1.73410], [-0.31009, 4.57480, -1.87209], [-0.55305, 4.38877, -0.42506], [0.45446, 3.71830, 0.23383], [0.75068, 4.76646, -2.03378], [-0.96599, 5.40008, -2.14924], [-0.56355, 3.67251, -2.42861], [-1.43897, 3.75455, -0.45684], [-0.79922, 5.35950, 0.00527], [0.44210, 2.79873, -0.04156], [1.32950, -2.98610, 2.66020], [1.08761, -3.33081, 1.18514], [1.56499, -4.57292, 1.01052], [1.03419, -1.98552, 2.97599], [2.31958, -2.99116, 3.11607], [0.77798, -3.75272, 3.20446], [1.69076, -2.79946, 0.44895], [0.01546, -3.30660, 0.99016], [2.47396, -4.55938, 0.70200], [-0.33909, 0.01112, -0.34064], [0.05326, 1.09975, -0.05285], [-0.70848, -0.38959, -1.54827], [-0.67034, -0.89565, 0.59856], [-0.75976, -1.37822, -1.74846], [-0.52167, 0.25243, -2.30524], [-0.68392, -0.70549, 1.59040], [-0.91893, -1.75738, 0.13409], [-2.46721, 2.22715, 2.13430], [-1.63691, 1.69944, 2.80266], [-2.68131, 2.03741, 0.83949], [-3.56102, 2.83440, 2.60273], [-3.59557, 2.21922, 0.45069], [-1.93732, 1.59301, 0.32075], [-4.13296, 3.36063, 1.95770], [-3.63370, 3.05611, 3.58541], [1.73002, 0.81527, 3.16107], [2.79229, 0.39526, 3.51023], [1.65616, 1.78465, 2.35279], [0.63118, 0.46819, 3.64439], [2.45300, 2.15668, 1.85606], [0.68013, 1.97067, 2.17150], [-0.16264, 1.00531, 3.32588], [0.64474, 0.00848, 4.54360], [-1.51578, -5.06019, -1.78544], [-1.17513, -4.12233, -1.09751], [-2.74960, -5.43964, -1.81292], [-0.71208, -5.67781, -2.63092], [-3.14494, -6.17864, -2.37655], [-3.22213, -4.97980, -1.04783], [0.19701, -5.23778, -2.63690], [-1.05966, -6.47328, -3.14717]],
  "lowdin_charge": [-0.103, -0.347, -0.103, 0.071, 0.068, 0.075, 0.108, 0.117, 0.032, -0.103, -0.376, -0.070, 0.084, 0.077, 0.067, 0.087, 0.114, 0.009, -0.081, -0.395, -0.092, 0.031, 0.069, 0.071, 0.109, 0.075, 0.087, -0.719, 0.006, 0.191, 0.201, 0.093, 0.093, 0.104, 0.076, -0.721, 0.056, 0.170, 0.145, 0.105, 0.078, 0.094, 0.109, -0.906, 0.027, 0.197, 0.177, 0.132, 0.075, 0.044, 0.136, -1.013, -0.024, 0.099, 0.095, 0.019, 0.089, 0.074, 0.017],
  "s_squared": 0.750,
  "e_lumo_ev": [2.33, 2.28],
  "max_force_ev_per_a": 7.6,
  "spin_multiplicity": 2,
  "homo_lumo_gap_ev": [1.7, 9.0],
  "charge": -1
}

***

(4)
{
  "formula": "C10H34O12",
  "method": "ωB97M-V with the def2-TZVPD basis set",
  "symbols": ["C", "C", "O", "O", "H", "H", "H", "H", "H", "H", "C", "C", "O", "O", "H", "H", "H", "H", "H", "H", "C", "C", "O", "O", "H", "H", "H", "H", "H", "H", "C", "C", "O", "O", "H", "H", "H", "H", "H", "H", "C", "C", "O", "O", "H", "H", "H", "H", "H", "H", "O", "H", "H", "O", "H", "H"],
  "positions_angstrom": [[-3.48837, -1.52791, -2.03028], [-2.68546, -2.82096, -1.66357], [-1.47263, -2.41562, -1.07465], [-2.75607, -0.36745, -2.32642], [-4.04483, -1.12048, -1.18621], [-4.31023, -1.72254, -2.71932], [-2.57711, -3.28048, -2.64601], [-3.27346, -3.48315, -1.02808], [-1.36323, -1.47463, -1.23011], [-2.86757, -0.26419, -3.27431], [1.33544, -3.59107, 1.35728], [1.55829, -4.93948, 0.77183], [1.61385, -5.06516, -0.69394], [0.03558, -3.29615, 1.41938], [1.88430, -2.89454, 0.72348], [1.59531, -3.51041, 2.41277], [0.84061, -5.68701, 1.10981], [2.58177, -5.22283, 1.01739], [2.24699, -5.65868, -1.10437], [-0.37705, -2.87428, 0.66218], [1.27344, 3.81882, 1.47008], [1.15702, 4.35119, 2.90002], [2.33911, 4.05093, 3.78037], [2.24009, 4.50291, 0.64482], [0.36191, 3.95913, 0.88912], [1.38618, 2.74483, 1.32197], [0.31630, 3.74639, 3.23990], [0.83110, 5.39131, 2.90494], [1.91414, 4.01049, 4.64024], [2.42199, 4.00980, -0.15852], [-3.10977, 1.76112, 0.12961], [-4.14252, 2.92416, 0.22567], [-3.44076, 4.15797, 0.39042], [-2.12833, 1.93464, -0.87064], [-3.73141, 0.88162, -0.03813], [-2.63646, 1.66256, 1.10653], [-4.60264, 2.86869, 1.21223], [-4.98368, 2.89115, -0.46677], [-3.19265, 4.48998, -0.47549], [-2.18630, 1.19265, -1.47702], [3.67354, -0.03268, 0.51864], [3.88747, -0.96756, -0.63464], [4.56199, -2.17619, -0.35623], [2.71298, -0.62605, 1.36275], [3.32496, 0.94658, 0.19054], [4.57348, 0.08725, 1.12182], [4.42746, -0.20868, -1.20086], [2.91727, -1.15607, -1.09429], [4.00621, -2.67687, 0.24546], [1.87939, -0.25074, 1.06971], [-0.63345, 0.72637, -3.79114], [-0.29458, -0.16446, -3.70269], [-0.18506, 1.22278, -3.10648], [0.54321, 0.22004, -0.08868], [-0.31989, -0.10843, 0.16312], [0.36216, 1.03137, -0.56322]],
  "lowdin_charge": [-0.213, -0.182, -0.069, -0.097, 0.109, 0.133, 0.116, 0.131, 0.050, 0.106, -0.294, -0.178, -0.080, 0.007, 0.102, 0.146, 0.134, 0.120, 0.083, 0.069, -0.239, -0.168, -0.074, -0.072, 0.113, 0.086, 0.110, 0.124, 0.067, 0.066, -0.234, -0.218, -0.065, -0.078, 0.102, 0.114, 0.117, 0.119, 0.082, 0.023, -0.138, -0.159, 0.073, 0.138, 0.146, 0.167, 0.158, 0.141, 0.096, 0.069, -0.023, 0.040, 0.025, -0.009, 0.059, 0.052],
  "s_squared": 0.755,
  "e_lumo_ev": [-3.05, -9.10],
  "max_force_ev_per_a": 4.2,
  "spin_multiplicity": 2,
  "homo_lumo_gap_ev": [9.3, 3.2],
  "charge": 1
}